# 1
Entry from OMol25: a structure of composition C36H24BClN12OS2W (wB97M-V/def2-TZVPD).

Positions of all 78 atoms, in Å:
W 0.48184 -0.25978 0.58698
Cl -6.88246 1.86102 -0.64252
C -5.23286 1.40452 -0.79282
C -4.58636 1.50882 -2.02202
C -3.24966 1.15262 -2.12412
C -2.55326 0.73332 -1.00822
O -1.22506 0.30822 -1.03162
C -3.18416 0.63572 0.25288
C -2.52916 0.31362 1.46798
N -1.22536 0.44192 1.76058
C -0.90446 0.58852 3.10388
C -1.81796 0.88612 4.12438
C -1.41216 0.97642 5.44798
C -0.09206 0.81432 5.80128
C 0.87824 0.62542 4.80588
C 2.25524 0.55822 5.09588
C 3.15254 0.46142 4.05808
C 2.68504 0.39102 2.75418
N 1.37904 0.37302 2.43278
C 0.47534 0.51472 3.44708
C -4.55506 0.95212 0.31848
H -5.11826 1.85732 -2.89112
H -2.74786 1.23052 -3.07432
H -3.19976 0.06292 2.28288
H -2.85256 1.08212 3.89678
H -2.14946 1.18612 6.20608
H 0.22504 0.86412 6.82838
H 2.57924 0.60422 6.12178
H 4.21294 0.43612 4.23868
H 3.38914 0.34822 1.93288
H -5.05906 0.88252 1.26858
C -0.38356 4.13842 0.43638
C 0.05684 3.01272 1.11958
N 0.34924 2.02942 0.25688
N 0.10194 2.52842 -0.98092
C -0.34316 3.78232 -0.89862
B 0.45674 1.68922 -2.21232
N -0.54566 0.53662 -2.26772
C -0.57776 -0.45268 -3.22442
C -0.48826 -1.78328 -2.99592
C -0.07216 -2.31228 -1.72652
N 0.22534 -1.55858 -0.75012
N 1.89334 1.17512 -1.87082
C 3.04554 1.57352 -2.42602
C 4.09104 1.02852 -1.71062
C 3.48184 0.30342 -0.69752
N 2.14674 0.40452 -0.79032
N 0.47944 2.41862 -3.52462
C 1.02584 1.95342 -4.68262
C 0.78084 2.87432 -5.66722
C 0.04684 3.88232 -5.02272
N -0.13366 3.59202 -3.75322
H -0.68736 5.07742 0.84868
H 0.17984 2.88632 2.18008
H -0.58166 4.31342 -1.80092
H -0.65146 -0.07628 -4.23912
H -0.61306 -2.47418 -3.81242
H 0.06274 -3.39858 -1.66102
H 3.07464 2.22602 -3.27362
H 5.13764 1.14392 -1.89642
H 3.96594 -0.29028 0.05538
H 1.54224 1.01442 -4.71892
H 1.08664 2.83742 -6.69142
H -0.34736 4.79012 -5.43222
S 2.39354 -2.07968 0.96638
C 1.53334 -3.58258 0.92448
C 2.15034 -4.71538 0.40428
C 1.44074 -5.89828 0.27138
C 2.05544 -7.00048 -0.36802
N 2.57624 -7.86448 -0.90892
C 0.10264 -5.97448 0.72578
C -0.49886 -4.86038 1.28858
C 0.19154 -3.65178 1.36118
S -0.61166 -2.22488 1.92178
C -0.64726 -7.16108 0.54068
N -1.27926 -8.09788 0.35978
H 3.16814 -4.64598 0.05348
H -1.51786 -4.90408 1.64278

Output
**2S+1**: 2
**Orbital gap (spin up / spin down)**: 5.287 / 5.389 eV
**Charge**: +1
**Strongest force on any atom**: 0.071 hartree/bohr

Atomic partial charges in e from the Mulliken method, atoms 1 to 4:
1. W 0.8713
2. Cl -0.1861
3. C -0.1316
4. C -0.9393

# 2
Entry from OMol25: the molecule C4H8N2O2 (wB97M-V/def2-TZVPD).

Positions of all 16 atoms, in Å:
C 1.56229 0.13747 1.32098
N 0.33756 -0.22602 0.63694
C -0.68529 0.81665 0.61132
C -1.49387 0.64165 -0.68652
C -0.79656 -0.41887 -1.45472
O -1.06167 -1.11463 -2.38290
N 0.60796 -0.57810 -0.72232
O 1.07689 -1.88763 -0.82824
H 1.82598 1.19660 1.19428
H 1.44642 -0.09009 2.38139
H 2.35687 -0.47804 0.90874
H -0.23048 1.81682 0.63762
H -1.30555 0.69981 1.50328
H -1.53122 1.55480 -1.28327
H -2.52084 0.32184 -0.50789
H 0.41151 -2.39226 -1.32869

Output
**2S+1**: 1
**Energy relative to the best compared isomer or geometry (same formula, charge and spin)**: 4.043 eV
**Orbital gap**: 9.124 eV
**Charge**: 0
**Strongest force on any atom**: 0.075 hartree/bohr

Atomic partial charges in e from the Mulliken method, atoms 1 to 4:
1. C -0.7873
2. N 0.0346
3. C -0.5100
4. C -0.3709

# 3
Entry from OMol25: a structure of composition C7H13NO (wB97M-V/def2-TZVPD).

Positions of all 22 atoms, in Å:
C 0.01287 0.05351 0.01513
C 0.88250 -0.69209 -0.80793
C -1.75694 -0.21724 -0.77981
C -0.94100 1.02714 -0.57534
C -2.97803 -0.49450 0.04114
N 0.06919 -0.31346 1.40243
C 2.15725 0.94140 -0.09834
C 3.30817 0.49301 0.37444
O 1.40449 -1.82583 -0.35326
H 1.22670 -1.81224 0.61528
H 0.85983 -0.59884 -1.88652
H -1.75213 -0.62898 -1.78175
H -0.86171 -0.45639 1.77641
H 0.55756 0.39815 1.93522
H -0.57949 1.52980 -1.47293
H -1.33275 1.73986 0.14967
H 2.00782 1.98258 -0.37601
H -3.85736 0.05227 -0.33422
H -3.23399 -1.55619 0.03573
H -2.86117 -0.18122 1.08336
H 3.48309 -0.56918 0.53195
H 4.18510 1.12843 0.50535

Output
**2S+1**: 1
**Energy relative to the best compared isomer or geometry (same formula, charge and spin)**: 5.712 eV
**Orbital gap**: 7.549 eV
**Charge**: 0
**Strongest force on any atom**: 0.096 hartree/bohr

Atomic partial charges in e from the Mulliken method, atoms 1 to 4:
1. C 0.6586
2. C -0.5279
3. C -0.2456
4. C -0.3822

# 4
Entry from OMol25: a structure of composition C30H48P2ReS (wB97M-V/def2-TZVPD).

Positions of all 82 atoms, in Å:
Re -0.41883 0.02387 -0.23490
C 0.01841 -2.00538 0.28060
C -1.02990 -1.91224 -0.72061
C 0.90401 -0.94237 -1.60013
C 1.20125 -1.38076 -0.25595
C -0.47112 -1.27850 -1.89711
C -0.05726 -2.80692 1.54647
H -1.08962 -2.88195 1.89896
H 0.54275 -2.36088 2.34208
H 0.31343 -3.82850 1.37985
C 2.53804 -1.28101 0.40752
H 2.42446 -1.30534 1.50361
H 3.02925 -0.34322 0.14122
H 3.19614 -2.11472 0.12283
C 1.92041 -0.37318 -2.53909
H 2.42987 -1.18183 -3.07749
H 2.68003 0.18124 -1.97973
H 1.44078 0.27375 -3.27612
C -1.14466 -1.13388 -3.22320
H -0.91043 -1.98663 -3.87574
H -0.79552 -0.22484 -3.72670
H -2.23030 -1.09106 -3.09859
C -2.37693 -2.55136 -0.61178
H -2.32764 -3.57549 -1.01300
H -3.11804 -1.98780 -1.18962
H -2.71759 -2.59349 0.43100
C -0.06446 1.31317 1.55810
C -1.09482 0.37910 1.87369
C -2.56461 0.72443 1.91280
C -3.08093 1.44759 0.65935
C -2.28676 1.17968 -0.61059
C -1.16957 1.94980 -1.05567
C -0.55422 3.07812 -0.26337
C -0.29650 2.77560 1.22672
H -2.77710 1.32551 2.80982
H -3.16795 2.52786 0.85102
H -3.09425 -0.23579 2.01456
H -1.09213 3.18834 1.87041
H 0.94529 1.06861 1.92613
H -0.82991 -0.48014 2.49842
H 0.64383 3.29123 1.49726
H 0.41534 3.30314 -0.72695
H -0.99400 1.99996 -2.13588
H -1.16799 3.98688 -0.36153
H -4.10050 1.07332 0.47586
H -2.84951 0.63629 -1.38317
P -1.83983 6.64689 -0.61355
P -1.61091 7.50637 -3.50528
C -2.42955 8.40482 -0.96861
C -1.85561 8.91675 -2.28384
H -2.11038 9.06223 -0.14341
H -3.53109 8.39640 -1.00754
H -2.53355 9.65857 -2.73530
H -0.86734 9.37591 -2.12540
C -0.81302 8.55825 -4.77540
H -0.68669 7.97376 -5.68716
H 0.17628 8.86161 -4.42859
H -1.41368 9.44778 -4.98371
C -3.32283 7.59353 -4.18127
H -3.60622 8.63808 -4.35707
H -4.03255 7.12851 -3.49186
H -3.34886 7.03771 -5.12299
C -0.68321 7.16363 0.73290
H -0.28702 6.27417 1.23333
H -1.20619 7.80936 1.44924
H 0.15136 7.71265 0.27912
C -3.33286 6.14637 0.35767
H -4.16884 6.03403 -0.34415
H -3.57304 6.91122 1.10743
H -3.14206 5.17924 0.83778
S 2.84514 -0.33826 3.55600
C 2.94165 -1.51179 4.72453
C 3.15064 -2.89104 4.43237
C 3.07729 -3.81968 5.46757
C 2.78590 -3.40618 6.78123
C 2.72728 -2.03179 7.08702
C 2.79499 -1.08855 6.07663
H 3.35099 -3.18937 3.40257
H 3.25089 -4.87859 5.24901
H 2.61338 -4.14793 7.57017
H 2.63335 -1.69235 8.12277
H 2.72717 -0.01687 6.26634

Output
**2S+1**: 4
**Energy relative to the best compared isomer or geometry (same formula, charge and spin)**: 0.000 eV
**Orbital gap (spin up / spin down)**: 2.542 / 2.663 eV
**Charge**: +2
**Strongest force on any atom**: 0.107 hartree/bohr

Atomic partial charges in e from the Mulliken method, atoms 1 to 4:
1. Re 0.0544
2. C 0.3755
3. C 0.8448
4. C 0.7003

# 5
Entry from OMol25: a cluster of 2 separate species, ClH4N2P in total (wB97M-V/def2-TZVPD).

Positions of all 8 atoms, in Å:
N 0.76761 -1.27237 0.05772
N -0.21091 1.49255 0.41078
P -0.93199 0.39098 -0.70207
Cl -2.39865 -0.51573 0.30495
H 0.39219 -2.21980 -0.09595
H 1.48310 -1.00183 -0.76272
H 0.34292 2.27864 0.03495
H 0.55573 0.84755 0.75233

Output
**2S+1**: 3
**Energy relative to the best compared isomer or geometry (same formula, charge and spin)**: 0.350 eV
**Orbital gap (spin up / spin down)**: 7.701 / 7.353 eV
**Charge**: 0
**Strongest force on any atom**: 0.061 hartree/bohr

Atomic partial charges in e from the Mulliken method, atoms 1 to 4:
1. N -0.5682
2. N -0.5867
3. P 0.2040
4. Cl -0.1880

# 6
Entry from OMol25: a structure of composition C4H7N3O2 (wB97M-V/def2-TZVPD).

Positions of all 16 atoms, in Å:
C 2.55935 0.26840 0.39964
C 0.39668 -0.22918 -0.42232
C -0.55078 -1.11367 -0.28891
C -1.62073 0.79164 -0.62026
H 1.94066 1.36885 1.04621
H 2.91179 -0.91959 1.28804
H 3.53332 0.68901 -0.25329
H 2.03334 -1.35580 -0.90904
H -0.34176 -2.14513 -0.25002
H -2.65153 -0.38920 1.66571
H -2.48018 2.44156 0.48381
N 1.76197 -0.24652 -0.86915
N -1.87336 -0.59270 -0.57766
N -2.44282 1.53913 -0.16681
O -2.99477 -1.13289 0.05243
O -0.18120 1.02611 -0.57839

Output
**2S+1**: 1
**Energy relative to the best compared isomer or geometry (same formula, charge and spin)**: 12.385 eV
**Orbital gap**: 7.280 eV
**Charge**: 0
**Strongest force on any atom**: 0.138 hartree/bohr

Atomic partial charges in e from the Mulliken method, atoms 1 to 4:
1. C -0.5982
2. C 0.6216
3. C -0.9489
4. C 0.1837